# C5H11N

A molecular structure, C5H11N (ωB97M-V/def2-TZVPD, the OMol25 dataset).

Last column: Mulliken charge in e.
CARTESIAN COORDINATES (ANGSTROEM)
C1 -1.22 0.39 1.16  -0.6415
C2 1.10 -1.38 0.60  -1.3293
C3 1.84 0.55 -0.94  -1.2885
C4 -2.18 0.50 -0.63  -0.8545
C5 0.87 0.01 0.07  1.0366
N1 -0.17 0.71 0.35  -0.4514
H1 -1.09 -0.41 1.88  0.3163
H2 -1.83 1.22 1.50  0.3108
H3 1.87 -0.08 -1.83  0.3019
H4 2.85 0.57 -0.52  0.3442
H5 1.56 1.56 -1.24  0.3548
H6 0.18 -1.96 0.59  0.3869
H7 1.48 -1.36 1.62  0.2721
H8 1.84 -1.91 -0.01  0.3348
H9 -3.04 -0.11 -0.38  0.3095
H10 -1.67 0.14 -1.51  0.2654
H11 -2.41 1.56 -0.69  0.3317

Calculated values
relative energy (zero: lowest compared OMol25 entry of this formula, charge and spin) = 71.6 kcal per mole
gap between HOMO and LUMO = 9.081 eV

# C5H11N

C5H11N in the gas phase (ωB97M-V/def2-TZVPD, the OMol25 dataset).

Last column: Mulliken charge in e.
CARTESIAN COORDINATES (ANGSTROEM)
C1 -1.31 -1.26 -0.71  -1.1345
C2 -0.57 -0.80 0.30  0.8282
N1 0.02 -1.66 1.22  -0.5320
C3 -0.40 0.67 0.59  -0.8214
C4 0.16 1.47 -0.60  -0.3407
C5 1.69 1.37 -0.70  -1.1445
H1 -1.77 -0.60 -1.43  0.2665
H2 -1.50 -2.31 -0.90  0.2750
H3 0.72 -1.33 1.85  0.2374
H4 0.25 -2.58 0.86  0.2104
H5 0.26 0.75 1.45  0.2792
H6 -1.33 1.10 0.93  0.3311
H7 -0.11 2.52 -0.47  0.3445
H8 -0.29 1.09 -1.50  0.2810
H9 2.06 0.44 -0.30  0.2759
H10 2.18 2.14 -0.13  0.3112
H11 2.03 1.51 -1.73  0.3327

Calculated values
relative energy (zero: lowest compared OMol25 entry of this formula, charge and spin) = 12.3 kcal per mole
gap between HOMO and LUMO = 9.137 eV
SMILES = C=C(N)CCC

# C5H11N

C5H11N in the gas phase (ωB97M-V/def2-TZVPD, the OMol25 dataset).

Last column: Mulliken charge in e.
CARTESIAN COORDINATES (ANGSTROEM)
C1 1.66 0.54 1.62  -1.1169
C2 0.93 -0.35 0.63  -0.3813
C3 -0.58 -0.07 0.60  -0.1143
N1 -1.13 1.15 -0.06  -0.6465
C4 -1.44 -0.18 -0.60  0.2055
C5 -0.95 -0.58 -1.94  -1.2589
H1 1.54 1.59 1.33  0.2969
H2 2.73 0.24 1.75  0.3335
H3 1.19 0.47 2.62  0.2998
H4 1.46 -0.27 -0.38  0.2214
H5 1.07 -1.43 0.87  0.2878
H6 -1.05 -0.27 1.58  0.3237
H7 -0.42 1.58 -0.63  0.2751
H8 -2.49 -0.46 -0.45  0.3421
H9 0.03 -0.10 -2.22  0.2999
H10 -0.88 -1.67 -2.04  0.2770
H11 -1.67 -0.19 -2.68  0.3552

Calculated values
relative energy (zero: lowest compared OMol25 entry of this formula, charge and spin) = 25.7 kcal per mole
gap between HOMO and LUMO = 10.380 eV
SMILES = CC[C@H]1N[C@H]1C

# C5H11N

C5H11N in the gas phase (ωB97M-V/def2-TZVPD, the OMol25 dataset).

Last column: Mulliken charge in e.
CARTESIAN COORDINATES (ANGSTROEM)
C1 -0.92 0.87 -2.11  -1.0591
C2 -0.07 1.36 -0.91  -0.4558
C3 -0.14 0.27 0.17  -0.2923
C4 0.90 -0.77 0.11  -0.3681
N1 0.97 -0.22 1.42  -0.4579
C5 0.23 -1.20 2.28  -0.9221
H1 -0.67 -0.17 -2.38  0.3007
H2 -1.99 0.88 -1.85  0.3025
H3 -0.78 1.48 -3.00  0.3414
H4 0.96 1.52 -1.25  0.3033
H5 -0.46 2.33 -0.57  0.2749
H6 -0.69 0.40 1.08  0.4916
H7 1.75 -0.41 -0.46  0.2756
H8 0.70 -1.83 0.00  0.2870
H9 0.07 -0.87 3.30  0.2634
H10 0.88 -2.09 2.31  0.3607
H11 -0.74 -1.55 1.86  0.3543

Calculated values
relative energy (zero: lowest compared OMol25 entry of this formula, charge and spin) = 78.4 kcal per mole
gap between HOMO and LUMO = 9.625 eV
SMILES = CC[C@H]1CN1C

The evaluated strongest force on any atom for the records listed, in turn: 0.0709, 0.0135, 0.0318, 0.0444 Eh/bohr.